Molecular formula: C3H7N3O
Method: DFT, wB97M-V/def2-TZVPD

Structure (XYZ):
```
14
Properties=species:S:1:pos:R:3:forces:R:3
C 1.6147 0.8926 -0.6016 0.05 -0.15 0.08
N 1.3905 -0.1155 0.1613 -0.05 0.27 -0.22
C 0.2254 -0.8486 0.1147 -0.18 -0.02 -0.07
N 0.3554 -2.2468 0.3442 0.06 0.11 0.18
C -1.0558 -0.3763 -0.0398 0.09 0.17 0.10
N -1.1434 1.2352 0.0299 -0.13 0.06 -0.01
O -2.1764 -0.8749 0.0299 0.21 0.06 -0.01
H 2.5310 1.4656 -0.4679 -0.11 -0.11 0.01
H 0.9692 1.1694 -1.4457 0.07 -0.08 0.09
H -0.3717 -2.5781 0.9722 0.04 -0.04 -0.11
H 1.2670 -2.4286 0.7491 -0.08 -0.01 -0.05
H -0.2693 1.6877 0.3179 -0.12 -0.11 -0.01
H -1.4385 1.6227 -0.8654 0.05 -0.10 0.10
H -1.8980 1.3955 0.7013 0.10 -0.05 -0.07
```
Forces are in eV/Å.

The energy above the lowest of the compared OMol25 structures with the same formula, charge and spin comes out at 287.0 kJ/mol. The total charge is 0. Its orbital gap (spin up / spin down) is 6.92 / 6.91 eV. The LUMO energy (spin up / spin down) comes out at 0.3 / 0.3 eV. The calculation puts the HOMO energy (spin up / spin down) at -6.63 / -6.63 eV.